## 1
This record from the OMol25 dataset describes the molecule C5H14N2. The level of theory is ωB97M-V/def2-TZVPD.

Bonds (Å) are listed after each position.
Cartesian coordinates (Å):
1 C -0.94660 -0.62301 3.14291  C2 1.567, H8 1.094, H9 1.090, H10 1.081
2 C -0.77402 -0.13129 1.66552  C1 1.567, C3 1.525, H11 1.097, H12 1.092
3 C 0.38493 -0.89039 1.02771  C2 1.525, N4 1.505, H13 1.091, H14 1.090
4 N 0.53177 -0.48827 -0.41469  C3 1.505, C5 1.462, H15 1.013
5 C -0.09810 0.65708 -1.06982  N4 1.462, C6 1.532, H16 1.103, H17 1.091
6 C 0.60248 1.04036 -2.37774  C5 1.532, N7 1.429, H18 1.102, H19 1.093
7 N 0.55601 -0.03071 -3.32308  C6 1.429, H20 1.007, H21 1.006
8 H -1.92699 -0.22887 3.42796  C1 1.094
9 H -0.27180 0.04015 3.68448  C1 1.090
10 H -0.84522 -1.63399 3.51060  C1 1.081
11 H -1.67329 -0.01132 1.04796  C2 1.097
12 H -0.48415 0.91547 1.78264  C2 1.092
13 H 1.27902 -0.76840 1.64162  C3 1.091
14 H 0.25867 -1.96683 0.90850  C3 1.090
15 H 1.52405 -0.56977 -0.60187  N4 1.013
16 H -0.26351 1.49635 -0.37356  C5 1.103
17 H -1.10797 0.34710 -1.34292  C5 1.091
18 H 1.59905 1.45610 -2.15700  C6 1.102
19 H 0.05259 1.93962 -2.66500  C6 1.093
20 H 0.38825 0.23697 -4.27910  N7 1.007
21 H 1.21484 -0.78634 -3.23514  N7 1.006

Multiplicity   1
Structure (SMILES)   CCCNCCN
Lowest unoccupied orbital energy   0.0417 hartree

## 2
This record from the OMol25 dataset describes the molecule C5H14N2. The level of theory is ωB97M-V/def2-TZVPD.

Bonds (Å) are listed after each position.
Cartesian coordinates (Å):
1 C 0.63422 -1.09675 1.04327  C2 1.559, H8 1.095, H9 1.103, H10 1.095
2 C 0.31310 0.23714 0.30239  C1 1.559, C3 1.543, N5 1.457, H11 1.092
3 C 1.26743 0.34628 -0.90550  C2 1.543, N4 1.466, H12 1.104, H13 1.089
4 N 2.62774 0.63062 -0.43998  C3 1.466, H14 1.011, H15 1.016
5 N -1.08125 0.37331 -0.09637  C2 1.457, C6 1.435, C7 1.447
6 C -1.45188 -0.48309 -1.18672  N5 1.435, H16 1.093, H17 1.110, H18 1.093
7 C -1.99827 0.59247 1.00069  N5 1.447, H19 1.084, H20 1.092, H21 1.106
8 H 1.27625 -1.77432 0.47067  C1 1.095
9 H 1.26005 -0.85635 1.91874  C1 1.103
10 H -0.03748 -1.77125 1.58489  C1 1.095
11 H 0.67763 1.04168 0.94370  C2 1.092
12 H 0.84573 1.13471 -1.55393  C3 1.104
13 H 1.27507 -0.55652 -1.51429  C3 1.089
14 H 2.67802 1.35838 0.26068  N4 1.011
15 H 3.07486 1.12667 -1.20565  N4 1.016
16 H -0.97025 -0.16464 -2.11486  C6 1.093
17 H -1.06425 -1.52018 -1.11319  C6 1.110
18 H -2.54100 -0.57166 -1.17578  C6 1.093
19 H -1.46507 1.10833 1.79123  C7 1.084
20 H -2.84060 1.18208 0.63338  C7 1.092
21 H -2.48004 -0.33693 1.35661  C7 1.106

Multiplicity   1
Structure (SMILES)   C[C@@H](CN)N(C)C
Lowest unoccupied orbital energy   0.0386 hartree

## 3
This record from the OMol25 dataset describes the molecule C5H14N2. The level of theory is ωB97M-V/def2-TZVPD.

Bonds (Å) are listed after each position.
Cartesian coordinates (Å):
1 C 2.67756 0.87762 -0.40066  N2 1.461, H8 1.101, H9 1.089, H10 1.092
2 N 1.82845 -0.28353 -0.65643  C1 1.461, C3 1.456, H11 1.005
3 C 0.94748 -1.00851 0.24875  N2 1.456, C4 1.552, H12 1.094, H13 1.092
4 C -0.55249 -0.75166 -0.05438  C3 1.552, C5 1.535, N6 1.472, H14 1.096
5 C -1.37899 -1.25930 1.13565  C4 1.535, H15 1.088, H16 1.096, H17 1.085
6 N -0.71094 0.69953 -0.24718  C4 1.472, C7 1.449, H18 1.014
7 C -2.04965 1.16194 -0.55473  N6 1.449, H19 1.096, H20 1.102, H21 1.098
8 H 2.09798 1.64039 0.14260  C1 1.101
9 H 3.58431 0.52577 0.09016  C1 1.089
10 H 2.93412 1.31969 -1.36544  C1 1.092
11 H 1.32335 -0.14868 -1.51439  N2 1.005
12 H 1.03123 -0.65709 1.28152  C3 1.094
13 H 1.19516 -2.06890 0.16963  C3 1.092
14 H -0.90433 -1.14864 -1.01402  C4 1.096
15 H -1.18953 -2.31248 1.33301  C5 1.088
16 H -0.95434 -0.75324 2.00976  C5 1.096
17 H -2.39837 -0.90080 1.04327  C5 1.085
18 H -0.32609 1.18337 0.55708  N6 1.014
19 H -1.89489 2.17175 -0.95145  C7 1.096
20 H -2.86819 1.11073 0.18189  C7 1.102
21 H -2.39184 0.60203 -1.43464  C7 1.098

Multiplicity   1
Structure (SMILES)   CNC[C@@H](C)NC
Lowest unoccupied orbital energy   0.0410 hartree

3 takes first place; second place is 3.8 kcal/mol up.